No. 1
The following is a DFT calculation (ωB97M-V/def2-TZVPD) of a 2-piece molecular cluster, C3H3O2P overall in a non-equilibrium geometry.

```
9
C3H3O2P ωB97M-V/def2-TZVPD
C 4.38394 0.07713 0.56429
C 3.29204 0.45378 0.22134
P 1.68126 1.09647 -0.28105
O 0.92872 -0.06053 -0.75056
H 5.33244 -0.28284 0.84362
C -2.50793 0.50827 -0.16021
O -2.40865 1.54479 0.42491
H -3.36055 0.28465 -0.82521
H -1.76291 -0.30153 -0.08615
```

## Properties
- relative energy (zero: lowest compared OMol25 entry of this formula, charge and spin) (kJ/mol) = 244.26
- charge = 0
- spin multiplicity = 1
- HOMO-LUMO gap (eV) = 8.8
- structure (SMILES) = C#CP=O.C=O
- HOMO energy (hartree) = -0.368
- total energy (eV) = -16540.1040
- LUMO (eV) = -1.2

Atomic partial charges in e from the natural (NBO) method, atoms 1 to 8: -0.117 -0.510 1.357 -0.966 0.236 0.286 -0.501 0.097

***

No. 2
The following is a DFT calculation (ωB97M-V/def2-TZVPD) of C3H3O2P in the gas phase in a non-equilibrium geometry.

```
9
C3H3O2P ωB97M-V/def2-TZVPD
C 0.23579 0.96018 -0.32275
C 0.01402 0.17157 -1.34422
C 0.29962 0.41887 1.08982
O 0.60864 0.88302 2.13312
O 0.09696 -0.90834 1.12636
P -0.08618 -2.00198 0.04092
H 0.44116 2.07473 -0.54626
H -0.01282 0.36391 -2.34710
H -1.59718 -1.96195 0.17012
```

## Properties
- relative energy (zero: lowest compared OMol25 entry of this formula, charge and spin) (kJ/mol) = 230.18
- charge = 0
- spin multiplicity = 1
- HOMO-LUMO gap (eV) = 9.0
- HOMO energy (hartree) = -0.350
- total energy (eV) = -16540.2498
- LUMO (eV) = -0.5

Atomic partial charges in e from the natural (NBO) method, atoms 1 to 8: -0.440 -0.217 0.768 -0.518 -0.819 0.864 0.252 0.186

***

No. 3
The following is a DFT calculation (ωB97M-V/def2-TZVPD) of an isolated ion of composition C3H3O2P2S2 and charge -1 in a non-equilibrium geometry.

```
12
C3H3O2P2S2 ωB97M-V/def2-TZVPD
C -1.61139 0.64888 -0.40863
C -0.73051 -0.49739 -0.02397
C -0.98953 -1.76818 0.22653
O -1.12749 -2.87961 0.57473
P 1.18252 -0.48175 -0.23722
O 1.62914 -1.82351 -0.65309
S 1.85756 0.08074 1.73411
P 2.92292 1.06557 0.11060
S 2.55498 3.02355 -0.00902
H -1.55991 1.29160 0.42559
H -1.45118 1.11621 -1.29318
H -2.67711 0.22389 -0.44645
```

## Properties
- relative energy (zero: lowest compared OMol25 entry of this formula, charge and spin) (kJ/mol) = 66.58
- charge = -1
- spin multiplicity = 1
- HOMO-LUMO gap (eV) = 6.7
- structure (SMILES) = CC(=C=O)[P@@]1(=O)SP1[S-]
- HOMO energy (hartree) = -0.143
- total energy (eV) = -47504.7202
- LUMO (eV) = 2.8

Atomic partial charges in e from the natural (NBO) method, atoms 1 to 8: -0.586 -0.623 0.713 -0.484 1.293 -1.126 -0.539 0.391

***

No. 4
The following is a DFT calculation (ωB97M-V/def2-TZVPD) of a 2-piece molecular cluster, C3H3O2S overall in a non-equilibrium geometry.

```
9
C3H3O2S ωB97M-V/def2-TZVPD
C -1.49479 -0.72346 0.03483
C -2.45302 1.10598 0.05288
C -0.02737 -0.34248 -0.28989
O -2.29648 1.36602 -1.06771
O -2.94343 1.34286 1.10373
S -1.55649 -2.37628 0.14769
H -0.18366 0.34004 -1.01175
H 0.59294 -0.02643 0.56226
H 0.66439 -1.13073 -0.64839
```

## Properties
- relative energy (zero: lowest compared OMol25 entry of this formula, charge and spin) (kJ/mol) = 170.70
- charge = -1
- spin multiplicity = 1
- HOMO-LUMO gap (eV) = 6.7
- HOMO energy (hartree) = -0.107
- total energy (eV) = -18089.3231
- LUMO (eV) = 3.8

Atomic partial charges in e from the natural (NBO) method, atoms 1 to 8: -0.273 0.959 -0.739 -0.650 -0.651 -0.246 0.214 0.206